29
Properties=species:S:1:pos:R:3:forces:R:3 method="wB97M-V/def2-TZVPD" homo_energy_ev=-8.31 lumo_energy_ha=0.008 gap_ev=8.5 e_above_lowest_kj_mol=169.2 smiles="NCCCC(N)=O.O.O.O.O"
N -3.103560 0.052672 -0.958354 0.07 0.08 -1.22
C -2.061645 -0.561674 -1.764607 -0.40 -1.47 0.71
C -0.778785 -0.986368 -0.984280 -1.33 -0.06 -2.30
C -0.135262 0.157141 -0.227445 0.36 -0.73 0.36
C -0.093181 1.555986 -0.815089 1.58 -0.12 0.35
N 1.182322 2.079588 -0.662946 -0.93 -0.64 -1.04
O -0.993459 2.190428 -1.315799 -0.23 -0.12 -0.46
H -2.864432 1.030801 -0.884730 -0.19 0.05 0.63
H -3.254756 -0.424586 -0.084846 0.13 0.23 0.19
H -1.842302 0.035916 -2.647300 0.25 0.54 0.40
H -2.420801 -1.486761 -2.245223 -0.26 0.01 0.34
H -0.293495 -1.479757 -1.843688 1.29 0.71 0.29
H -0.934427 -1.868434 -0.364419 -0.50 0.41 0.54
H 0.890580 -0.151504 -0.026592 -0.04 0.22 0.22
H -0.626152 0.234036 0.744332 -0.14 0.14 0.02
H 1.432712 2.850321 -1.254691 0.20 0.30 0.45
H 1.752723 1.688739 0.063951 0.43 0.20 -0.18
O -0.373496 -2.517559 1.896626 1.76 0.26 0.26
H 0.156162 -1.707116 2.010873 -0.86 0.59 -0.17
H 0.393286 -3.073630 2.115339 -0.68 -0.85 0.08
O -0.393843 3.131381 1.245150 -0.12 0.64 0.69
H -0.018764 3.679703 1.943258 -0.08 -0.15 0.12
H -0.405804 3.723680 0.484503 -0.17 -0.22 -0.14
O 2.534035 -0.126402 1.906343 -0.36 0.39 -0.12
H 2.826867 -0.756552 1.233675 -0.01 -0.23 0.35
H 3.216724 -0.032112 2.572166 0.20 -0.13 -0.06
O 2.269708 -2.391310 0.273175 0.35 0.00 0.09
H 1.350582 -2.674735 0.198557 -0.05 0.17 -0.25
H 2.588464 -2.171890 -0.607940 -0.26 -0.21 -0.13

---

31
Properties=species:S:1:pos:R:3:forces:R:3 method="wB97M-V/def2-TZVPD" homo_energy_ev=-10.07 lumo_energy_ha=0.005 gap_ev=10.2 e_above_lowest_kj_mol=290.3 smiles="NC(=O)C[C@@H](N)C=O.O.O.O.O.O"
N 2.807134 -1.976738 -0.672750 -0.03 -0.54 1.89
C 1.767659 -1.249545 -1.154906 -0.16 -0.98 -1.01
O 1.740523 -0.903684 -2.321571 -0.12 0.45 0.12
C 0.608556 -0.953200 -0.215352 0.41 1.53 1.72
C -0.704473 -0.595273 -0.893493 -0.10 0.55 -0.33
N -1.372775 -1.857775 -1.153376 0.09 -0.89 -0.92
C -1.650098 0.369664 -0.104972 2.59 -0.91 -1.24
O -2.821513 0.147469 -0.101191 -0.60 0.56 0.66
H 3.621675 -2.288809 -1.169085 -0.26 0.41 -0.76
H 2.720292 -2.442232 0.224186 -0.19 0.34 -0.17
H 0.984739 -0.200583 0.519899 -0.17 0.48 -0.97
H 0.343434 -1.651813 0.568267 0.37 -1.08 -0.36
H -0.501658 -0.009504 -1.830528 0.04 -0.29 0.57
H -0.927421 -2.386785 -1.921732 -0.13 0.70 0.46
H -2.340754 -1.757250 -1.426083 -0.15 0.28 0.17
H -1.058877 1.283789 0.251824 -1.17 -0.55 0.11
O -3.548142 2.660129 -1.411781 0.58 -0.21 0.26
H -3.338381 1.719447 -1.456017 -0.49 -0.02 -0.23
H -2.949677 2.904834 -0.692143 -0.24 0.46 -0.08
O -0.554501 3.854560 1.362218 0.28 -0.59 1.09
H 0.328955 3.598711 1.667917 0.27 0.21 -0.69
H -1.001697 3.642899 2.197965 -0.55 0.28 -0.41
O 3.677169 2.347685 -0.180725 -0.05 0.08 0.13
H 3.773829 3.085715 -0.791092 -0.01 -0.08 -0.01
H 3.873220 1.560895 -0.694963 0.01 -0.04 -0.12
O -0.341967 -3.832903 0.852273 -0.23 0.05 -0.72
H -1.171932 -4.327874 0.828799 0.19 -0.03 0.28
H -0.442208 -3.292469 0.037554 -0.14 -0.18 0.62
O 0.400230 0.852181 4.528360 -0.46 -0.31 0.01
H 0.702506 -0.011055 4.219599 0.07 0.15 0.04
H -0.494373 0.667207 4.857442 0.37 0.17 -0.08

---

35
Properties=species:S:1:pos:R:3:forces:R:3 method="wB97M-V/def2-TZVPD" homo_energy_ev=-9.41 lumo_energy_ha=0.011 gap_ev=9.7 e_above_lowest_kj_mol=62.9 smiles="NC(N)=O.NC(N)=O.NC(N)=O.NC(N)=O.O"
N -0.538248 -0.156870 -3.445811 1.13 2.92 1.62
C -0.661871 -1.401830 -3.871310 -1.23 -1.60 -2.75
N -0.613000 -2.352051 -2.949752 -0.13 -1.04 0.31
O -0.958634 -1.630547 -5.048823 0.11 -0.12 0.27
H 0.137992 -0.066505 -2.691761 -0.15 0.35 -0.01
H -0.472320 0.531352 -4.180314 0.12 -0.12 0.02
H -0.914707 -3.215876 -3.343204 0.13 -0.68 0.31
H -0.303751 -2.226025 -1.993644 0.22 -0.07 -0.06
N 0.684982 1.928879 1.487866 -2.12 -0.40 1.53
C 1.956511 2.140957 1.316077 2.78 0.28 2.39
N 2.514714 2.033913 0.141710 1.70 0.15 -3.22
O 2.655217 2.407415 2.309873 0.05 0.22 0.04
H 0.018079 2.207854 0.816505 -0.74 0.00 -0.65
H 0.588347 2.212708 2.454678 -1.22 -0.16 -0.10
H 2.268598 1.369324 -0.575299 -0.38 0.09 0.20
H 3.465088 2.374961 0.142088 -0.07 -0.37 -0.12
N 0.630244 -0.477772 3.738938 1.28 0.73 1.32
C 1.425185 -1.065961 2.825222 -1.45 0.01 -0.67
N 2.738207 -0.929854 2.858558 1.08 -0.87 -0.72
O 0.872530 -1.731522 1.958521 0.06 -0.99 -0.70
H -0.310564 -0.622863 3.506307 -1.32 0.21 -0.10
H 0.927216 0.341711 4.248615 -0.16 -0.21 -0.04
H 3.276453 -0.321190 3.395100 0.46 1.15 1.03
H 3.217007 -1.446734 2.149822 0.15 -0.04 -0.20
N -3.006193 -0.011172 -1.600276 2.24 -0.30 -0.06
C -2.632395 0.352510 -0.333176 -0.57 -0.78 0.36
N -3.549727 0.929137 0.502595 0.25 0.65 0.57
O -1.540367 0.047124 0.141277 0.42 0.22 -0.47
H -2.146866 -0.294879 -2.142670 -1.61 0.44 0.34
H -3.847733 0.190313 -2.110433 -0.03 0.23 0.37
H -3.150488 1.311168 1.389922 -0.72 -0.55 -1.46
H -4.302652 1.413788 0.052153 -0.26 0.28 0.31
O 0.687409 -1.295778 -0.772582 -0.15 0.17 0.32
H 1.024436 -1.662380 0.064885 0.10 -0.01 0.01
H -0.138689 -0.883315 -0.441664 0.05 0.22 0.00

---

28
Properties=species:S:1:pos:R:3:forces:R:3 method="wB97M-V/def2-TZVPD" homo_energy_ev=-3.33 lumo_energy_ha=0.116 gap_ev=6.5 charge=-1 e_above_lowest_kj_mol=89.1
C -1.732701 -0.583970 -1.460931 -0.32 -0.19 0.13
N -0.361760 -0.545974 -1.017296 0.30 0.23 0.42
C -0.118531 -1.062156 0.342923 0.50 -0.19 -0.74
C 1.392211 -1.074306 0.617991 0.31 0.10 1.02
S 2.015520 0.087785 1.918134 -0.56 0.02 -0.19
C -0.752943 -2.441132 0.569900 -2.12 1.04 0.67
H -2.142106 -1.573808 -1.684095 0.09 -0.24 -0.12
H -2.356387 -0.202507 -0.657984 -0.12 0.24 0.19
H -1.908601 0.060463 -2.315131 0.16 0.11 -0.22
H 0.290068 -1.011242 -1.630632 -0.14 -0.05 -0.38
H -0.565891 -0.350497 1.024813 -0.04 0.08 0.16
H 1.641261 -2.070856 0.986122 0.17 -0.07 -0.27
H 1.976052 -0.877988 -0.279128 -0.28 -0.16 -0.29
H -0.908401 -3.038858 -0.320773 0.96 -0.50 -0.13
H -1.816793 -2.266174 0.835963 0.17 0.07 -0.03
H -0.396343 -2.921483 1.473215 0.58 -0.46 -0.27
H 2.883832 0.956634 -1.815238 0.03 -0.01 0.17
H 3.521782 -0.272279 -1.176469 0.04 0.22 0.15
O 3.700093 0.443063 -1.796540 -0.01 -0.08 -0.31
H -0.799383 0.922439 2.814353 0.26 0.40 -0.06
H -1.917502 0.834590 1.835477 -0.09 0.40 -0.05
O -1.496026 1.481463 2.419147 -0.12 -0.80 0.31
H -0.417445 2.635575 1.500821 -0.26 0.09 -0.35
H 1.015205 2.753779 1.154928 0.21 -0.16 -0.28
O 0.161782 3.125330 0.888224 0.22 0.13 0.49
H -0.320774 1.549054 -1.418925 0.09 0.07 -0.09
H -0.167949 2.997379 -1.020050 -0.17 -0.34 -0.18
O -0.418270 2.445675 -1.788820 0.13 0.06 0.25